Molecular formula: C15H44CrN9O11
Method: DFT, the ωB97M-V functional and the def2-TZVPD basis

Output
Energy: -80611.511 eV
Multiplicity: 5
F_max: 3.43 eV/Å
Total charge: +1
Orbital gap (spin up / spin down): 4.23 / 4.86 eV
⟨S²⟩: 6.011

XYZ file:
```
80
Properties=species:S:1:pos:R:3:mulliken_spin:R:1
Cr 0.5540 2.8611 1.3496 4.025
N 1.1842 -0.0672 0.0121 -0.015
O 0.2192 -0.5031 -0.5960 0.000
O 2.2445 -0.6574 0.0693 -0.002
O 1.0449 1.0128 0.6856 -0.030
C -2.3964 1.6955 1.0206 -0.010
O -1.3669 2.3991 1.2265 0.001
N -2.3450 0.6833 0.1512 0.006
N -3.5516 1.8951 1.6716 0.007
H -3.1410 0.1596 -0.1681 0.000
H -1.4163 0.3771 -0.1291 0.006
H -3.7351 2.7728 2.1314 0.000
H -4.3652 1.4304 1.2999 -0.001
C 2.6530 -3.1168 -3.2861 0.000
O 1.4609 -2.8701 -3.4127 0.000
N 3.4034 -2.5858 -2.2811 0.001
N 3.3717 -3.8508 -4.1782 0.000
H 2.9085 -2.0033 -1.6280 0.000
H 4.3023 -2.9418 -2.0139 0.000
H 4.2773 -4.2335 -3.9823 0.000
H 2.8720 -4.2047 -4.9741 0.000
C -1.4470 -3.8700 -0.6838 0.000
O -2.2664 -4.7262 -0.4011 0.000
N -1.8006 -2.5679 -0.9662 0.000
N -0.1787 -4.1732 -1.0959 0.000
H -2.7076 -2.3350 -1.3116 0.000
H -1.0487 -1.9235 -0.7947 0.000
H 0.4420 -3.4600 -1.4429 0.000
H 0.1786 -5.1022 -0.9751 0.000
C -0.3252 7.6712 -0.9237 0.000
O -0.7712 6.3717 -1.2775 0.000
C -0.7920 6.1344 -2.6799 0.000
C -1.2979 4.7370 -3.0093 0.001
N -0.2644 3.7477 -3.1883 0.004
C -0.7821 2.4621 -3.6150 0.000
C 0.2181 1.3295 -3.4434 -0.004
O 1.1956 1.3643 -4.4478 0.000
C 1.9506 0.1765 -4.4956 0.000
H 0.5689 7.9869 -1.4596 0.000
H -0.3024 7.6844 0.1647 0.000
H -1.1390 8.3788 -1.1385 0.000
H 0.1935 6.2668 -3.1324 0.000
H -1.5783 6.7955 -3.0595 0.000
H -1.9695 4.8284 -3.8828 0.000
H -2.0309 4.3285 -2.3009 0.000
H 0.6268 4.0004 -3.5827 -0.001
H -1.1395 2.5311 -4.6519 0.000
H -1.6428 2.2082 -2.9869 0.000
H -0.3540 0.3955 -3.4827 0.000
H 0.6765 1.4991 -2.4584 0.006
H 2.9313 0.3632 -4.9384 0.000
H 1.4894 -0.5496 -5.1737 0.000
H 2.1383 -0.3038 -3.5324 0.000
C 2.3604 -4.5930 5.8879 0.000
O 1.4402 -3.7350 5.2919 0.000
C 1.7212 -3.4801 3.9227 0.000
C 0.9178 -2.2997 3.4261 -0.002
N -0.5152 -2.7152 3.3349 0.000
C -1.3309 -1.6401 2.7165 0.000
C -1.6170 -0.5411 3.7281 0.002
O -2.2714 -1.0325 4.8775 0.000
C -3.6807 -1.1554 4.7108 0.000
H 3.3698 -4.2992 5.5677 0.000
H 2.2383 -5.6737 5.7503 0.000
H 2.4202 -4.5273 6.9781 0.000
H 1.5315 -4.3863 3.3411 0.000
H 2.7885 -3.2154 3.9142 0.000
H 1.3077 -2.0492 2.4380 0.002
H 1.0003 -1.5435 4.2154 0.000
H -0.7175 -2.6211 4.3302 0.000
H -2.2545 -2.0337 2.2931 0.000
H -0.7026 -1.2500 1.9078 0.000
H -2.2315 0.2429 3.2537 0.001
H -0.7406 0.0029 4.0904 0.000
H -4.0460 -0.1296 4.5896 0.000
H -4.0389 -1.6941 5.5819 0.000
H -3.9986 -1.7192 3.8270 0.000
O 3.4182 1.8633 -1.2442 0.000
H 3.3274 2.6277 -0.6703 0.000
H 3.3540 1.0955 -0.6608 0.001
```